ORCA calculation (the ωB97M-V functional and the def2-TZVPD basis) on a structure of composition C47H52N8NaO3PS in a non-equilibrium geometry.

The maximum force is 1.41 eV/Å. The value obtained for the orbital gap is 7.75 eV.

CARTESIAN COORDINATES (ANGSTROEM)
C: 2.062 -2.658 1.822
H: 6.141 5.037 -3.143
H: -1.913 -7.818 2.487
C: 2.331 2.360 1.177
H: -4.040 3.986 3.576
C: 3.719 -1.053 -0.330
C: 1.532 4.049 -3.215
H: 4.034 3.511 1.823
H: 2.016 0.494 -5.970
H: -1.881 4.291 2.388
H: 2.737 5.630 1.886
H: 1.287 4.199 -5.328
C: 2.403 4.175 -2.142
N: 2.995 1.141 1.113
C: -4.394 -6.031 2.418
H: -0.674 3.436 0.562
N: -0.123 2.017 -2.423
H: -3.720 5.701 3.290
H: 4.392 4.665 -1.509
C: 1.605 -3.437 2.878
C: -3.924 4.746 2.801
H: 5.833 5.151 -4.785
H: -4.345 -4.976 4.320
C: -2.807 4.397 1.812
C: -3.444 2.922 -0.183
S: -0.132 3.540 -2.939
H: -5.338 -4.208 3.069
C: 3.280 4.723 -4.712
H: 2.580 -3.135 0.998
P: 2.243 -0.227 0.355
N: -0.081 -0.238 -2.881
C: 4.789 -1.485 0.457
C: 1.975 4.316 -4.502
H: 0.567 -4.574 -1.835
H: -4.133 1.623 -1.743
C: 4.900 -1.805 -2.303
H: -3.455 3.789 -0.831
H: -1.457 -5.739 -0.939
H: 4.940 -1.927 -3.378
N: -0.663 -2.080 0.057
C: -2.070 -4.020 0.193
H: -4.105 -7.004 2.819
H: 1.006 -2.246 -1.147
H: -1.845 5.316 0.068
C: 3.715 4.564 -2.352
C: -5.034 -5.166 3.493
H: 1.256 -1.869 -5.506
C: 1.405 0.258 -5.102
C: 0.267 -1.225 -3.699
C: -1.749 -2.706 0.504
O: -0.804 3.664 -4.207
H: -4.506 -1.512 0.280
H: -0.329 -7.080 2.730
C: 0.910 4.703 1.237
H: -0.079 -2.216 -3.420
C: -2.610 5.535 0.816
C: 5.905 -2.062 -0.130
H: -5.216 -0.634 -1.068
C: 1.180 -0.695 2.884
C: -3.330 -4.618 0.762
H: -3.542 5.747 0.284
C: 0.359 3.490 0.877
C: 1.858 -1.280 1.813
H: 0.570 -3.453 4.760
N: -3.196 -5.409 1.857
H: 3.624 4.945 -5.717
C: -3.081 3.051 1.156
C: 1.009 -1.048 -4.849
H: 6.829 -2.680 -1.968
N: 5.475 5.287 -3.854
H: -5.921 -5.655 3.902
O: -0.604 4.324 -1.818
Na: -0.272 0.900 -0.665
N: 1.077 1.277 -4.328
H: -2.688 1.945 2.954
C: -3.812 0.533 0.072
N: 1.035 2.335 0.860
H: 1.001 0.375 2.890
C: -1.280 -6.975 2.205
H: -2.325 6.448 1.345
H: 3.996 1.160 1.228
C: 5.958 -2.224 -1.512
H: -1.252 -4.822 2.346
H: -2.380 -2.148 1.189
H: -3.567 -1.224 -1.177
H: 4.739 -1.388 1.537
C: -3.364 0.649 1.390
H: -4.879 4.831 2.274
C: 0.130 -2.766 -0.770
C: 3.784 -1.217 -1.713
H: -1.087 -7.044 1.133
C: -3.009 1.884 1.918
C: -0.113 -4.072 -1.160
H: 2.053 3.973 -1.141
H: 6.729 -2.395 0.488
C: 2.251 4.705 1.600
H: -3.334 -0.228 2.028
C: 4.168 4.845 -3.641
O: -4.409 -4.366 0.250
C: -4.297 -0.777 -0.497
H: -5.095 -6.199 1.604
C: 0.927 -2.847 3.937
C: 0.717 -1.473 3.937
C: -1.235 -4.714 -0.661
H: 0.318 5.606 1.200
H: 2.963 -0.874 -2.335
H: 0.190 -1.005 4.760
C: 2.982 3.532 1.565
H: 1.781 -4.507 2.873
C: -3.815 1.686 -0.707
C: -1.932 -5.646 2.553
H: -2.144 -5.606 3.623
C: 0.305 1.018 -3.249

***

ORCA calculation (the ωB97M-V functional and the def2-TZVPD basis) on a structure of composition C16H13BrCl2IrO5Se3Te in a non-equilibrium geometry.

The maximum force is 1.98 eV/Å. The value obtained for the orbital gap is 5.55 eV. The charge is -1.

CARTESIAN COORDINATES (ANGSTROEM)
H: -0.314 -2.009 4.574
O: 0.467 -2.367 2.242
C: -1.128 -0.231 5.476
Se: 0.349 -3.822 -0.761
C: -0.736 -0.519 3.114
Se: -2.407 -1.411 -1.607
Br: -2.162 2.137 6.674
C: -1.221 0.762 2.878
O: -0.539 -0.907 0.834
C: -0.695 -1.009 4.413
C: -0.123 1.220 -2.466
O: 2.159 -1.240 -0.899
H: -0.224 0.804 -5.885
H: 2.480 -2.019 -1.372
H: -0.348 4.437 -3.641
C: 2.767 -1.191 0.420
Ir: -0.070 -1.429 -1.067
Se: -1.537 -5.208 -0.963
C: -0.221 1.325 -4.935
H: -1.105 -0.609 6.489
Te: -3.592 -3.345 -0.577
C: -0.284 3.358 -3.668
H: 3.205 0.924 0.556
H: 2.671 0.170 2.073
H: 3.835 -1.391 0.302
O: -0.087 0.640 -1.338
C: -0.303 2.682 -4.900
C: 2.529 0.188 0.992
C: 0.071 -0.835 -3.917
C: -0.109 0.575 -3.743
Cl: -0.420 3.614 -6.369
Cl: -0.175 3.495 -0.992
H: -1.267 1.124 1.860
H: 0.010 -1.191 -4.953
C: -0.194 2.655 -2.504
C: -0.211 -1.386 1.985
H: 2.321 -1.966 1.043
C: -1.645 1.558 3.933
H: 1.505 0.502 0.788
H: -2.018 2.558 3.758
C: -1.591 1.049 5.219
O: 0.356 -1.692 -3.069

***

ORCA calculation (the ωB97M-V functional and the def2-TZVPD basis) on a structure of composition C24H66CrCsN6O14S2 in a non-equilibrium geometry.

The maximum force is 6.54 eV/Å. The value obtained for the orbital gap (alpha / beta) is 6.62 / 6.57 eV. The charge is -1. Its multiplicity is 5.

CARTESIAN COORDINATES (ANGSTROEM)
H: -20.400 -25.923 32.894
C: -21.211 -26.618 33.111
H: -25.198 -20.574 24.734
H: -20.864 -25.531 26.978
C: -22.763 -26.581 26.861
H: -29.018 -26.629 33.096
C: -23.117 -25.302 23.939
C: -30.221 -28.006 35.146
H: -20.856 -27.646 33.184
N: -27.848 -22.326 25.895
H: -27.760 -27.036 38.167
N: -22.265 -24.838 34.374
H: -24.735 -26.402 37.576
H: -21.241 -28.797 37.436
H: -29.448 -24.038 35.993
H: -31.216 -27.984 34.702
H: -23.821 -25.932 23.395
H: -30.337 -23.448 34.504
O: -25.781 -27.862 38.378
H: -27.216 -29.155 35.972
C: -23.448 -22.608 27.974
H: -20.806 -27.194 27.558
C: -20.355 -28.505 36.871
O: -24.108 -25.902 30.172
H: -19.674 -29.354 36.811
S: -24.634 -24.904 31.156
H: -25.057 -27.689 32.241
H: -21.615 -26.205 36.559
H: -27.155 -28.244 34.430
H: -28.056 -22.907 26.695
C: -25.718 -30.253 31.773
O: -24.198 -22.406 26.769
H: -26.760 -20.014 25.153
H: -26.542 -32.820 32.309
C: -26.238 -20.896 24.784
H: -28.638 -23.125 32.851
H: -30.579 -25.878 33.506
C: -21.415 -26.289 27.535
O: -22.241 -26.339 24.412
C: -26.136 -27.161 35.980
H: -27.495 -27.698 39.786
O: -26.237 -21.111 34.628
C: -29.563 -26.066 33.853
H: -28.817 -22.747 34.975
S: -26.801 -21.163 33.226
C: -23.398 -30.153 30.811
H: -22.508 -29.608 31.123
C: -21.078 -26.524 35.666
H: -26.617 -29.653 31.917
H: -27.024 -26.582 36.233
C: -26.421 -22.185 25.615
H: -19.723 -27.845 37.465
C: -25.197 -27.312 37.194
H: -23.794 -27.297 25.118
H: -24.564 -26.845 34.656
H: -23.639 -24.676 24.663
H: -27.735 -31.817 31.541
C: -29.378 -23.682 34.965
H: -23.580 -27.004 28.599
C: -22.749 -27.166 25.401
H: -29.661 -24.115 32.308
H: -27.685 -24.988 34.143
H: -30.328 -28.151 36.221
C: -26.623 -28.483 35.352
H: -20.209 -25.866 35.640
H: -22.275 -28.147 25.443
H: -23.448 -21.665 28.521
C: -28.743 -24.760 34.016
H: -25.851 -29.186 35.038
H: -26.892 -33.127 30.674
H: -21.687 -25.949 28.534
H: -26.707 -26.258 39.368
N: -23.533 -27.456 27.697
O: -29.581 -26.703 35.096
C: -21.904 -26.243 34.438
O: -20.703 -27.876 35.651
H: -25.394 -30.539 32.773
Cr: -27.030 -23.855 31.252
H: -22.440 -24.820 23.233
O: -26.040 -20.106 32.504
O: -23.726 -24.326 32.177
H: -23.973 -23.339 28.589
H: -25.936 -26.370 34.023
H: -25.869 -23.246 27.434
H: -29.558 -28.769 34.737
O: -28.218 -20.981 33.213
H: -23.251 -25.621 26.694
C: -27.011 -27.213 38.939
Cs: -23.380 -21.383 31.762
H: -22.871 -28.182 27.933
N: -28.738 -24.121 32.719
H: -21.866 -26.540 32.243
H: -26.733 -20.968 23.816
H: -23.252 -30.417 29.764
N: -25.441 -26.408 34.902
H: -25.132 -28.975 30.247
N: -24.225 -28.197 31.977
C: -26.774 -32.303 31.378
H: -27.943 -21.413 26.316
O: -25.859 -25.410 31.818
O: -25.956 -31.268 30.840
H: -25.993 -22.945 24.960
O: -26.520 -22.477 32.602
H: -25.731 -21.470 27.579
C: -25.585 -22.327 26.921
C: -24.655 -29.349 31.153
H: -23.726 -27.591 31.342
O: -25.244 -23.830 30.372
H: -21.390 -24.511 33.989
H: -22.899 -26.681 34.373
H: -24.491 -28.101 36.936
H: -23.329 -31.072 31.393
H: -22.960 -24.649 33.666
H: -22.447 -23.023 27.866

***

ORCA calculation (the ωB97M-V functional and the def2-TZVPD basis) on a structure of composition C28H33AlBr2F2LiN3O10P in a non-equilibrium geometry.

The maximum force is 2.65 eV/Å. The value obtained for the orbital gap is 5.00 eV. The charge is -1.

CARTESIAN COORDINATES (ANGSTROEM)
C: 1.071 1.275 -2.222
H: -1.090 -1.872 -2.891
Al: 1.027 5.508 0.624
H: 4.860 -5.081 -3.978
H: 3.325 -7.173 -0.367
C: -4.205 1.203 -0.953
C: -0.095 1.058 -1.520
H: -3.456 6.018 1.025
C: -0.598 2.327 6.636
H: 3.362 -5.960 0.906
C: 1.490 0.379 -3.186
O: 0.635 -3.415 -2.341
C: 1.857 -4.155 -0.335
H: 4.660 -4.439 -0.618
H: -0.020 6.158 -1.114
P: -1.635 4.907 -0.046
C: -0.268 -4.294 -2.990
H: 2.435 0.593 -3.766
O: 0.136 2.558 0.305
C: -0.065 -0.019 8.213
H: 1.198 1.720 5.496
C: 0.562 1.441 6.331
O: -4.725 4.772 -0.507
H: -4.788 0.311 -1.143
H: -2.793 7.109 -0.232
O: 0.155 -1.009 8.883
H: 0.536 -2.514 -0.530
H: 1.887 -5.749 -1.606
C: 3.317 -6.096 -0.181
H: 2.722 -3.584 -0.699
H: 0.135 4.478 -1.563
N: 2.015 -5.583 -0.613
Br: 2.257 -5.381 -5.504
C: -2.081 2.240 -0.571
H: -1.267 -4.223 -2.542
C: 0.609 -3.533 -0.927
H: 0.971 -1.545 -4.145
C: -2.694 3.486 -0.430
H: 1.652 2.167 -2.040
H: -4.680 5.224 -1.355
C: -2.122 -0.210 -1.000
N: -6.267 2.526 -1.047
H: -6.712 1.893 -0.391
H: 3.988 -4.104 -2.774
C: -4.844 2.428 -0.857
C: 4.207 -5.128 -3.109
O: -2.548 -1.252 -0.560
C: -0.589 2.024 -0.503
C: 0.690 -0.780 -3.412
F: 3.890 1.170 -3.520
C: 4.600 -5.527 -0.772
H: 1.629 -0.307 6.869
C: -4.081 3.562 -0.595
C: -0.488 -1.003 -2.710
N: 2.048 4.222 3.732
H: -0.283 -4.080 -0.606
C: -2.559 6.377 0.535
O: -0.848 3.316 5.988
F: -0.786 -0.290 -5.812
O: 4.889 -5.864 -2.099
C: -0.859 -0.074 -1.769
H: -0.325 -4.000 -4.036
H: -6.471 2.123 -1.956
H: -1.023 5.457 -2.455
H: 0.077 -5.330 -2.955
Li: 2.648 -1.233 -4.158
Br: -1.524 -1.856 -5.518
H: 5.427 -5.960 -0.200
C: -0.585 5.297 -1.471
C: -2.837 1.094 -0.827
H: -1.837 0.571 9.357
H: -1.949 6.831 1.313
O: 2.979 4.624 2.994
H: 3.290 -5.638 -3.464
C: -1.465 1.947 7.789
O: 2.198 3.229 4.454
H: 1.792 -4.023 0.750
C: -1.219 0.863 8.517
C: 0.796 0.355 7.069
O: 0.960 4.839 3.713
H: -2.301 2.604 7.993